No. 1
{"formula": "C5H6FNO", "method": "the ωB97M-V functional and the def2-TZVPD basis", "max_force_ev_per_a": 5.8, "e_lumo_ha": -0.0035, "gap_ev": 8.99, "total_charge": 0, "symbols": ["C", "C", "F", "C", "C", "C", "N", "O", "H", "H", "H", "H", "H", "H"], "positions_angstrom": [[2.113, 1.313, 0.292], [2.107, 0.043, -0.070], [3.168, -0.511, -0.650], [0.925, -0.961, 0.113], [-0.318, -0.467, -0.042], [-1.634, -1.051, 0.087], [-2.797, -0.439, -0.190], [-2.816, 0.983, -0.262], [1.160, 1.566, 0.867], [2.994, 1.828, 0.244], [0.874, -1.985, 0.873], [-0.249, 0.656, -0.612], [-1.746, -2.181, 0.303], [-3.782, 1.206, -0.952]]}


No. 2
{"formula": "C5H6FNO", "method": "the ωB97M-V functional and the def2-TZVPD basis", "max_force_ev_per_a": 5.7, "e_lumo_ha": -0.0286, "gap_ev": 8.78, "total_charge": 0, "symbols": ["O", "C", "C", "F", "C", "C", "C", "N", "H", "H", "H", "H", "H", "H"], "positions_angstrom": [[-1.683, -1.947, 2.309], [-0.805, -1.252, 1.669], [-0.144, -1.661, 0.403], [-0.649, -2.908, -0.007], [0.359, -0.911, -0.522], [0.645, 0.495, -0.206], [0.526, 1.783, -1.098], [-0.412, 1.545, 0.101], [-0.746, -0.208, 1.820], [1.014, -1.249, -1.439], [1.741, 0.739, 0.144], [0.208, 1.535, -2.238], [1.340, 2.596, -0.770], [-1.394, 1.444, -0.168]]}


No. 3
{"formula": "C5H6I2", "method": "the ωB97M-V functional and the def2-TZVPD basis", "max_force_ev_per_a": 7.4, "multiplicity": 3, "e_lumo_ha": [0.0099, -0.1008], "gap_ev": [5.83, 6.47], "s2": 2.0122, "total_charge": 0, "symbols": ["C", "C", "C", "C", "C", "I", "I", "H", "H", "H", "H", "H", "H"], "positions_angstrom": [[2.019, -0.218, 0.005], [1.337, -0.749, 1.042], [0.888, -0.355, -0.952], [0.059, -1.013, 0.192], [-1.194, -0.086, 0.989], [2.179, -1.213, 2.882], [-0.807, -3.069, 0.058], [2.894, 0.233, -0.052], [0.331, 0.608, -1.234], [1.073, -1.017, -1.854], [-2.043, -0.394, 0.360], [-0.898, 0.867, 0.812], [-1.467, -0.345, 1.970]]}